Entry from the OMol25 dataset: a structure of composition C20H21I2N5O5S7Sr at a distorted geometry (ωB97M-V with the def2-TZVPD basis set).

Values from the calculation:
E_LUMO (spin up / spin down) in eV: 2.56 / 2.65
HOMO energy (spin up / spin down) in eV: -0.69 / -1.68
Net charge: -2

```
61
Properties=species:S:1:pos:R:3:mulliken_charge:R:1
Sr -0.8474 0.4552 1.1153 1.516
C -5.3835 0.0174 4.4878 -1.585
C -3.9589 0.3650 4.1823 0.788
C -3.0949 -0.5517 3.5632 -1.788
C -1.8845 -0.1138 3.1161 0.532
C -1.5849 1.3382 3.1102 0.164
C -2.1639 2.0124 4.2464 -1.370
C -3.3875 1.5750 4.6580 -0.676
S 0.2603 1.5767 2.8584 1.254
O 0.8834 0.2776 2.5252 -0.405
O 0.8720 2.4398 3.8798 -0.489
N 0.1734 2.3520 1.3836 -0.833
C -1.1274 3.1178 1.4968 -0.328
C -2.5246 2.2344 1.5288 0.732
O -3.5087 2.8696 1.9295 -0.798
O -2.6507 1.3612 0.5099 -0.858
H -5.5404 -1.0639 4.4632 0.362
H -6.0523 0.4654 3.7456 0.244
H -5.6866 0.3912 5.4698 0.358
H -3.3400 -1.6086 3.5251 0.302
H -0.9318 -0.6080 2.9439 0.402
H -1.6793 2.8839 4.6659 0.407
H -3.9363 2.1522 5.3952 0.300
H -1.2802 3.8244 0.6765 0.316
H -1.1122 3.7281 2.4044 0.316
O 1.6943 2.6177 6.3143 -0.619
C 1.6900 1.7073 5.5224 0.827
S 3.2884 1.0752 4.8535 -0.202
C 2.8362 -0.5801 4.4898 0.095
C 1.5899 -1.0022 5.0126 0.178
S 0.8863 -2.5179 4.8077 -0.376
S 0.6703 0.2013 5.8921 -0.221
S 3.8782 -1.4727 3.5231 -0.298
C -1.5181 -4.3062 -0.8551 -1.024
N -0.9609 -3.9444 0.4246 0.266
C -1.4753 -4.3374 1.6558 -0.803
C -0.6703 -3.8278 2.6071 -0.333
N 0.3281 -3.1416 1.9545 0.234
C 0.1454 -3.1724 0.6036 -0.049
S 1.1375 -2.4313 -0.5328 -0.258
H -1.6669 -5.3861 -0.9014 0.337
H -0.8117 -4.0021 -1.6231 0.297
H -2.4645 -3.7934 -1.0294 0.307
H -2.3553 -4.9495 1.7332 0.444
H -0.7118 -3.8715 3.6806 0.512
H 1.0097 -2.5517 2.4245 -0.083
I -1.5584 -0.4788 -1.3852 0.166
I -1.6084 -1.7810 -3.7286 -0.228
C 3.9136 -0.3466 -0.3940 -0.966
N 3.4780 0.9747 0.0012 0.332
C 3.8004 1.5622 1.2187 -0.394
C 3.2715 2.7957 1.2120 -0.762
N 2.6623 2.9630 -0.0257 -0.015
C 2.6731 1.7970 -0.7206 -0.093
S 1.7638 1.4228 -2.0940 -0.414
H 3.7194 -1.0522 0.4116 0.320
H 4.9818 -0.3314 -0.6215 0.284
H 3.3485 -0.6402 -1.2735 0.286
H 4.3162 1.0151 1.9912 0.551
H 3.1800 3.5212 1.9988 0.487
H 1.8995 3.6015 -0.1729 0.350
```

Entry from the OMol25 dataset: a cluster of 11 separate species, H22O11 in total at a distorted geometry (ωB97M-V with the def2-TZVPD basis set).

Values from the calculation:
E_LUMO in eV: -0.10
SMILES string: O.O.O.O.O.O.O.O.O.O.O
HOMO energy in eV: -10.05
Energy above the lowest of the compared OMol25 structures with the same formula, charge and spin in kcal per mole: 19.3
Net charge: 0

```
33
Properties=species:S:1:pos:R:3:mulliken_charge:R:1
O -2.5806 -0.7133 -1.4763 -0.659
H -3.2257 -1.2709 -1.0413 0.319
H -1.7603 -1.2029 -1.4153 0.357
O -0.1054 0.7745 0.5434 -0.514
H 0.8316 0.9176 0.4098 0.344
H -0.4593 0.6635 -0.3390 0.196
O 0.2964 1.1618 -2.7976 -0.572
H 0.1207 0.3461 -2.3285 0.251
H 0.5906 0.8816 -3.6643 0.280
O -0.1780 -1.6769 -2.0170 -0.583
H 0.7698 -1.8084 -2.0419 0.299
H -0.5263 -2.3254 -2.6290 0.248
O 3.4249 -0.0889 2.3293 -0.723
H 3.7100 0.4070 3.0968 0.298
H 2.5125 -0.3124 2.5134 0.415
O 2.3092 -0.7295 -1.3556 -0.669
H 2.4791 -1.4675 -0.7701 0.347
H 2.4057 0.0444 -0.8005 0.307
O -2.5905 1.9750 -1.5531 -0.618
H -2.5965 1.0190 -1.5062 0.403
H -2.2794 2.1700 -2.4371 0.300
O 2.5603 1.6751 0.2548 -0.637
H 3.1625 2.3499 -0.0585 0.248
H 3.0398 1.2318 0.9547 0.364
O -1.6991 -1.7366 1.5683 -0.656
H -1.7770 -2.4677 0.9553 0.290
H -1.0595 -1.1510 1.1632 0.361
O 0.7741 -0.2662 2.9274 -0.656
H 0.1593 0.3292 2.4987 0.291
H 0.2666 -0.6685 3.6322 0.317
O -3.2428 0.7155 1.7841 -0.640
H -2.7991 -0.1326 1.7745 0.395
H -2.5336 1.3570 1.8255 0.296
```

Entry from the OMol25 dataset: a structure of composition C16H22N3O6Rh at a distorted geometry (ωB97M-V with the def2-TZVPD basis set).

Values from the calculation:
E_LUMO in eV: -0.81
HOMO energy in eV: -8.68
Net charge: 0

```
48
Properties=species:S:1:pos:R:3:mulliken_charge:R:1
Rh 0.5159 -0.9253 0.8331 0.490
O -2.6881 -2.2849 2.9370 -0.668
C -1.6436 -1.8564 2.4981 0.220
O -1.1705 -2.0204 1.3009 -0.592
C -0.7261 -1.0411 3.3837 0.493
C -0.9120 -0.7687 4.7242 -0.482
C 0.0590 -0.0243 5.3849 -0.334
C 1.1840 0.4247 4.7012 -0.423
C 1.3037 0.1131 3.3618 0.366
N 0.3603 -0.6013 2.7597 0.069
C 2.4603 0.4842 2.4546 0.309
O 3.3840 1.1335 2.8949 -0.675
O 2.3223 0.0235 1.2515 -0.585
H -1.7994 -1.1475 5.2110 0.537
H -0.0569 0.1992 6.4375 0.435
H 1.9717 0.9970 5.1700 0.546
C -1.5211 -2.0413 -1.9460 -0.996
N -0.4611 -1.3857 -2.7006 0.253
C -0.8307 -0.8774 -4.0137 -0.613
C 0.4214 -0.6470 -4.8308 -0.708
C 1.3182 0.2958 -4.0604 -0.617
N 1.5838 -0.2635 -2.7435 0.248
C 2.7310 0.2815 -2.0292 -1.022
C 0.7229 -1.0962 -2.1276 0.862
O 1.0490 -1.6246 -1.0203 -0.892
H -1.8130 -2.9718 -2.4364 0.346
H -2.3873 -1.3790 -1.8962 0.322
H -1.2011 -2.2604 -0.9360 0.299
H -1.4050 0.0500 -3.9080 0.311
H -1.4756 -1.6171 -4.4898 0.368
H 0.1835 -0.2506 -5.8165 0.360
H 0.9394 -1.6010 -4.9569 0.299
H 0.8512 1.2821 -3.9597 0.316
H 2.2743 0.4291 -4.5682 0.368
H 3.6560 0.0224 -2.5476 0.334
H 2.7693 -0.1022 -1.0171 0.287
H 2.6418 1.3688 -1.9859 0.333
C -0.6262 2.9063 0.2668 -1.676
C -0.8982 1.5755 0.9527 1.167
C -2.3803 1.3796 1.2448 -1.308
O -0.4103 0.5497 0.1040 -0.205
H -1.0504 3.7227 0.8539 0.406
H -1.0804 2.9140 -0.7263 0.368
H 0.4472 3.0680 0.1663 0.344
H -0.3553 1.5827 1.9017 -0.153
H -2.9235 1.2996 0.3008 0.278
H -2.7811 2.2208 1.8133 0.403
H -2.5529 0.4638 1.8084 0.214
```

Entry from the OMol25 dataset: a structure of composition C26H46OP2Tl at a distorted geometry (ωB97M-V with the def2-TZVPD basis set).

Values from the calculation:
E_LUMO (spin up / spin down) in eV: -4.71 / -4.70
HOMO energy (spin up / spin down) in eV: -6.99 / -6.98
Energy above the lowest of the compared OMol25 structures with the same formula, charge and spin in kcal per mole: 129.3
Net charge: +1

```
76
Properties=species:S:1:pos:R:3:mulliken_charge:R:1
Tl -0.4762 0.1536 -4.6065 0.723
C -0.6501 -2.1899 1.1051 0.164
C 0.6919 -2.2612 0.6408 0.647
C 0.6667 -0.8136 2.4202 0.336
C -0.6552 -1.2961 2.2113 0.697
C 1.5018 -1.4147 1.4496 0.432
C -1.8255 -2.9152 0.5689 -1.474
H -1.5263 -3.5622 -0.2704 0.387
H -2.5924 -2.1982 0.2229 0.244
H -2.2736 -3.5370 1.3638 0.315
C -1.8140 -0.9711 3.0486 -1.247
H -2.7081 -1.5047 2.7230 0.359
H -2.0553 0.0954 3.0380 0.088
H -1.6478 -1.2313 4.1006 0.306
C 1.0778 0.1235 3.4871 -1.088
H 0.8631 -0.3048 4.4806 0.289
H 0.5339 1.0795 3.4133 -0.051
H 2.1554 0.3260 3.4143 0.384
C 2.9664 -1.2342 1.3418 -1.590
H 3.5023 -1.8278 2.0995 0.294
H 3.2371 -0.1821 1.5061 0.308
H 3.3362 -1.5368 0.3549 0.337
C 1.1865 -3.1434 -0.4251 -1.561
H 1.5775 -4.0986 -0.0499 0.252
H 2.0022 -2.6942 -0.9975 0.324
H 0.4039 -3.4038 -1.1385 0.270
C -1.7952 1.2247 -6.1717 -0.434
C -2.0934 -0.2382 -6.4160 0.159
C -1.1391 -1.0657 -7.3871 -0.895
C 0.3814 -1.3817 -7.1588 -0.824
C 1.2242 -0.6351 -6.1484 -0.959
C 1.1807 0.7558 -5.8735 0.584
C 0.6633 1.7872 -6.8638 -1.058
C -0.8891 1.9893 -7.0265 -1.090
H -1.2992 -0.6246 -8.3857 0.405
H 0.8548 -1.3659 -8.1587 0.344
H -1.6330 -2.0464 -7.3852 0.398
H -1.1371 1.7944 -8.0777 0.417
H -2.7303 1.7662 -5.9560 0.163
H -3.0638 -0.3519 -6.9535 0.444
H -1.0938 3.0492 -6.7934 0.419
H 1.0752 2.7562 -6.5292 0.328
H 1.8312 1.1879 -5.0758 0.582
H 1.0454 1.5626 -7.8697 0.322
H 0.3983 -2.4533 -6.8745 0.466
H 2.0773 -1.2004 -5.7523 0.489
P -2.9760 -0.6553 -4.7593 0.282
P 1.8226 2.2379 -1.1806 0.661
C -0.1779 2.2147 -3.2875 -0.779
C 0.6586 3.1102 -2.4099 -0.938
H -1.2063 2.1430 -2.8854 0.108
H -0.1564 2.6621 -4.2982 0.159
H 1.2940 3.8374 -2.9558 0.442
H 0.0320 3.7412 -1.7335 0.329
C 2.6720 3.7160 -0.5429 -1.325
H 3.4103 3.4103 0.2042 0.382
H 1.9453 4.3587 -0.0444 0.340
H 3.1684 4.2623 -1.3499 0.405
C 3.1342 1.7647 -2.3848 -1.232
H 3.3083 2.5658 -3.1105 0.405
H 2.8661 0.8358 -2.8955 0.127
H 4.0641 1.5864 -1.8270 0.483
C -3.7360 0.6075 -3.6874 -1.015
H -4.6005 0.1322 -3.2161 0.429
H -4.1075 1.4453 -4.2843 0.411
H -3.1332 1.0055 -2.8601 0.233
C -2.6734 -2.3246 -4.1531 -0.973
H -1.5864 -2.5453 -3.9870 0.323
H -3.0449 -3.0224 -4.9460 0.344
H -3.2260 -2.3526 -3.1721 0.378
C -1.2235 2.4226 1.6073 -0.258
C -1.4173 3.5446 0.7661 0.416
O -1.6399 4.4657 0.0816 -0.239
H -0.5494 1.6933 1.0607 0.074
H -2.2489 1.9604 1.8182 0.327
H -0.7361 2.8092 2.5524 0.294
```